No. 1
# C13H23ClEuNPd

A structure of composition C13H23ClEuNPd in a non-equilibrium geometry (ωB97M-V with the def2-TZVPD basis set, the Open Molecules 2025 dataset).

Output
Expectation value of S² ... 30.042
Spin multiplicity ... 11
E_HOMO (spin up / spin down) ... -0.2454 / -0.2538 Eh
E_tot ... -50666.5482 eV
Kohn-Sham gap (spin up / spin down) ... 5.54 / 4.84 eV

Geometry (Å):
1 Eu -0.0352 1.3050 -0.2586
2 Pd -0.3167 -0.4163 -3.4764
3 Cl -0.4676 3.7527 -0.6764
4 N 0.4388 1.5288 2.1644
5 C 1.2704 -1.8537 2.8461
6 C 0.7176 -3.0908 2.5097
7 C 0.1831 -2.2508 0.2759
8 C 1.1401 0.8548 -2.7924
9 C -1.2655 0.4567 -5.0857
10 C 0.1460 -3.2884 1.2495
11 C 1.5853 0.5980 2.2931
12 C 1.1911 -0.8007 1.9088
13 C 0.8238 2.8903 2.5682
14 C -2.2736 0.4317 -0.4226
15 C 0.7224 -1.0444 0.6398
16 C -0.3234 -2.3445 -3.3921
17 C -0.8147 1.0779 2.8026
18 H -1.4009 0.4507 2.1049
19 H -0.6443 0.5151 3.7404
20 H -1.4159 1.9723 3.0255
21 H -0.2015 -2.4196 -0.7367
22 H 1.5160 3.2981 1.8162
23 H 1.6664 0.4380 -1.9117
24 H -0.0720 3.5242 2.5931
25 H 1.3142 2.8861 3.5604
26 H 0.7041 1.8628 -2.6342
27 H -2.5565 -0.3090 0.3420
28 H -2.9167 1.3332 -0.4163
29 H -0.3047 -4.2527 0.9978
30 H 2.3705 0.9876 1.6203
31 H -0.5403 0.6855 -5.8873
32 H 1.7347 -1.6729 3.8206
33 H 1.8391 0.8931 -3.6386
34 H -1.2063 -3.0104 -3.3008
35 H -2.0306 -0.2531 -5.4397
36 H 1.9884 0.6307 3.3198
37 H 0.7127 -3.8978 3.2450
38 H -2.2403 -0.0299 -1.4376
39 H 0.6830 -2.8179 -3.2507
40 H -1.7207 1.3797 -4.6863

Cartesian forces, eV/Å:
1.329 -0.654 -0.226
-0.611 0.002 0.059
-0.278 1.575 -0.282
-0.060 0.293 0.530
-0.181 0.625 -0.323
-0.047 -0.050 -0.045
0.049 -1.666 1.427
0.337 0.826 -0.776
0.525 0.289 0.007
-0.005 0.228 -0.711
0.034 0.184 0.185
0.433 -1.330 1.260
0.030 -0.138 0.032
-3.564 -1.355 -0.853
-0.293 1.731 -1.747
0.261 -1.237 0.478
0.066 0.131 0.134
0.331 0.030 0.485
-0.082 0.170 -0.392
0.152 -0.363 -0.038
0.040 -0.100 0.328
-0.144 -0.011 0.331
-0.316 -0.110 -0.368
0.390 -0.096 -0.055
-0.155 0.101 -0.257
0.366 -0.295 -0.108
0.579 0.393 -0.187
0.817 -0.133 0.178
0.128 0.210 0.171
-0.120 -0.137 0.210
-0.357 -0.147 0.471
-0.225 -0.216 -0.176
-0.093 0.155 0.366
0.594 0.389 -0.187
0.350 0.194 0.290
-0.071 0.031 -0.096
0.033 0.180 -0.246
0.501 0.382 0.702
-0.931 0.318 -0.403
0.186 -0.398 -0.167

No. 2
# C13H23ClIOP2Yb

A structure of composition C13H23ClIOP2Yb in a non-equilibrium geometry (ωB97M-V with the def2-TZVPD basis set, the Open Molecules 2025 dataset).

Output
Expectation value of S² ... 0.751
Spin multiplicity ... 2
E_HOMO (spin up / spin down) ... -0.5347 / -0.5347 Eh
E_tot ... -86617.9294 eV
Charge ... +2
Kohn-Sham gap (spin up / spin down) ... 6.73 / 5.99 eV

Geometry (Å):
1 Yb 1.1647 0.1373 -0.0949
2 I 2.3121 2.1258 -1.9014
3 Cl 1.3465 -2.1754 0.7299
4 P -0.6906 -1.1887 -1.8356
5 P -0.0498 1.5525 2.1624
6 O -1.5519 2.5107 -1.0609
7 C -0.9497 2.9664 2.9059
8 C 0.4641 1.0036 4.9646
9 C 4.2031 2.7787 -2.7882
10 C -0.1769 -1.0967 6.0042
11 C -0.8842 1.7248 -0.5484
12 C -1.5931 -2.7469 -1.4636
13 C 0.3135 0.2090 6.1058
14 C 0.7156 -1.8916 -2.8219
15 C -1.7204 -0.4937 -3.1725
16 C 1.5881 2.3835 1.8805
17 C 0.0984 0.5200 3.7016
18 C -0.3692 -0.8098 3.5969
19 C -0.5158 -1.6019 4.7413
20 H -1.1941 0.3711 -3.6025
21 H 0.2966 -2.5485 -3.6040
22 H -1.0934 3.7525 2.1595
23 H -1.9072 -1.2476 -3.9530
24 H -2.5606 -2.4771 -1.0060
25 H 4.0579 2.7914 -3.8718
26 H 1.8677 2.9582 2.7713
27 H -0.3242 -1.7053 6.8901
28 H -0.6147 -1.2208 2.6123
29 H 0.8728 2.0147 5.0895
30 H 4.4198 3.7835 -2.4139
31 H 4.9787 2.0674 -2.4978
32 H 0.5635 0.6031 7.0849
33 H 1.3680 -2.4775 -2.1455
34 H -0.4205 3.4048 3.7562
35 H 2.4036 1.6631 1.6838
36 H 1.2816 -1.0650 -3.2910
37 H 1.4783 3.0764 1.0361
38 H -0.9832 -3.3310 -0.7525
39 H -1.7630 -3.3273 -2.3871
40 H -2.6724 -0.1681 -2.7280
41 H -1.9422 2.6569 3.2537
42 H -0.9257 -2.6003 4.6491

Cartesian forces, eV/Å:
-1.725 -1.278 1.163
0.373 0.742 -0.773
0.198 1.264 -0.396
0.377 -1.353 -1.171
0.723 -0.583 2.573
1.718 -2.511 2.042
-0.757 0.429 -0.803
0.085 0.275 0.210
0.747 -0.021 -0.203
-0.170 0.280 -0.781
-1.360 2.665 -2.813
0.023 0.292 0.760
0.000 -0.180 -0.345
0.092 0.217 0.260
0.023 0.556 0.335
-0.203 -0.091 0.013
-0.081 -0.783 -0.527
0.109 0.298 0.243
0.132 0.376 0.060
-0.337 -0.189 -0.032
0.298 0.283 0.277
-0.040 0.032 0.061
0.106 0.241 0.348
0.365 -0.333 -0.128
-0.292 -0.155 0.338
0.133 -0.157 -0.209
0.072 0.091 -0.100
-0.071 0.120 0.431
-0.256 -0.380 -0.071
-0.389 -0.319 0.145
-0.333 0.069 0.033
0.067 0.045 -0.162
-0.249 0.228 -0.493
0.208 -0.328 -0.171
0.064 0.192 0.097
-0.114 -0.471 0.058
0.199 -0.015 0.175
-0.428 0.154 -0.286
0.139 0.390 0.332
0.196 -0.003 -0.348
0.246 -0.104 -0.141
0.114 0.016 -0.003

- The highest spin multiplicity belongs to which entry?
  C13H23ClEuNPd

- Number 2 is which compound?
  C13H23ClIOP2Yb

- The lowest expectation value of S² belongs to which entry?
  C13H23ClIOP2Yb